# 1
{
  "formula": "C33H49As3N6ReS",
  "method": "wB97M-V/def2-TZVPD",
  "de_lowest_kcal_mol": 5.2,
  "spin_multiplicity": 4,
  "homo_lumo_gap_ev": [5.35, 4.11],
  "total_charge": 4,
  "e_homo_ha": [-0.6193, -0.6192],
  "lumo_energy_ev": [-11.505, -12.739],
  "species": ["Re", "C", "N", "C", "C", "C", "C", "C", "C", "N", "C", "C", "C", "C", "C", "C", "N", "C", "C", "C", "C", "C", "N", "H", "H", "H", "H", "H", "H", "H", "H", "H", "H", "H", "H", "H", "H", "H", "H", "H", "H", "C", "As", "C", "C", "C", "C", "C", "As", "C", "C", "C", "As", "C", "C", "H", "H", "H", "H", "H", "H", "H", "H", "H", "H", "H", "H", "H", "H", "H", "H", "H", "H", "H", "H", "H", "H", "H", "H", "H", "H", "H", "S", "C", "N", "C", "C", "C", "N", "H", "H", "H", "H"],
  "coordinates": [[0.386, 0.704, 0.008], [1.560, 2.202, -2.290], [0.668, 2.554, -1.146], [1.383, 3.587, -0.306], [1.491, 3.243, 1.152], [2.012, 4.169, 2.041], [2.004, 3.885, 3.395], [1.453, 2.681, 3.827], [0.986, 1.793, 2.889], [1.028, 2.051, 1.563], [-0.590, 3.139, -1.733], [-1.472, 3.761, -0.683], [-2.260, 4.861, -0.980], [-3.029, 5.414, 0.035], [-2.946, 4.870, 1.309], [-2.121, 3.775, 1.508], [-1.409, 3.209, 0.528], [2.738, 1.439, -1.770], [3.980, 1.491, -2.371], [5.012, 0.722, -1.851], [4.760, -0.059, -0.731], [3.497, -0.054, -0.179], [2.486, 0.676, -0.682], [1.870, 3.110, -2.812], [0.989, 1.602, -2.999], [0.848, 4.533, -0.397], [2.380, 3.750, -0.717], [2.393, 5.114, 1.676], [2.397, 4.599, 4.107], [1.377, 2.448, 4.881], [0.522, 0.856, 3.167], [-1.091, 2.333, -2.275], [-0.300, 3.895, -2.467], [-2.274, 5.283, -1.977], [-3.664, 6.268, -0.161], [-3.503, 5.289, 2.135], [-2.029, 3.336, 2.495], [4.138, 2.125, -3.233], [5.994, 0.742, -2.304], [5.539, -0.661, -0.285], [3.276, -0.640, 0.695], [-0.938, -0.147, -3.639], [-0.123, -0.877, -2.034], [1.512, -1.643, -2.726], [-1.097, -2.504, -1.570], [-2.542, -2.428, -1.075], [-3.448, -1.725, -2.087], [-2.630, -1.759, 0.301], [-2.120, 0.114, 0.558], [-2.549, 0.297, 2.436], [-3.485, 1.149, -0.353], [-3.074, -3.874, -0.922], [-2.237, -5.452, -0.025], [-0.563, -5.674, -1.039], [-1.432, -4.659, 1.592], [-1.298, -0.994, -4.224], [-0.192, 0.380, -4.232], [-1.778, 0.509, -3.428], [1.227, -2.416, -3.440], [2.084, -2.096, -1.918], [2.112, -0.893, -3.239], [-0.461, -2.995, -0.832], [-1.046, -3.093, -2.490], [-3.202, -0.671, -2.230], [-4.489, -1.778, -1.766], [-3.390, -2.214, -3.060], [-2.059, -2.320, 1.040], [-3.671, -1.758, 0.643], [-3.631, 0.408, 2.500], [-2.070, 1.159, 2.891], [-2.245, -0.614, 2.949], [-4.377, 0.527, -0.402], [-3.185, 1.429, -1.360], [-3.692, 2.044, 0.227], [-3.272, -4.265, -1.926], [-4.059, -3.809, -0.448], [-0.771, -5.686, -2.109], [-0.178, -6.659, -0.777], [0.209, -4.936, -0.817], [-2.203, -4.211, 2.219], [-0.641, -3.931, 1.381], [-0.996, -5.485, 2.153], [0.460, -1.310, 1.333], [1.925, -2.084, 1.980], [2.300, -1.859, 3.261], [3.253, -2.600, 3.867], [3.861, -3.601, 3.153], [3.446, -3.776, 1.835], [2.497, -3.021, 1.265], [1.810, -1.155, 3.800], [3.474, -2.365, 4.900], [4.620, -4.226, 3.603], [3.878, -4.550, 1.211]],
  "atomic_forces_ev_per_a": [[0.345, -0.330, 0.224], [0.016, 0.015, -0.016], [-0.089, 0.042, 0.055], [0.011, 0.044, -0.001], [-0.040, 0.061, 0.004], [-0.063, -0.025, -0.038], [0.000, -0.015, 0.023], [-0.017, 0.018, 0.015], [-0.015, -0.003, -0.015], [0.052, -0.036, -0.007], [0.017, 0.004, -0.015], [0.019, -0.004, -0.010], [-0.014, -0.016, 0.000], [-0.005, -0.010, 0.009], [-0.012, 0.017, -0.007], [0.013, -0.020, -0.001], [-0.012, 0.030, 0.009], [-0.047, -0.030, -0.025], [-0.028, 0.007, 0.008], [0.009, -0.004, 0.010], [0.011, -0.006, 0.005], [-0.008, 0.064, 0.041], [-0.018, 0.096, -0.200], [0.013, -0.005, 0.008], [0.013, 0.009, 0.003], [0.043, 0.008, 0.000], [0.008, -0.034, 0.010], [0.003, 0.003, -0.005], [-0.004, 0.002, 0.004], [0.015, -0.007, -0.002], [0.051, -0.006, 0.005], [-0.041, 0.015, 0.024], [-0.001, -0.019, -0.018], [0.006, 0.006, -0.005], [0.001, 0.005, 0.001], [-0.005, -0.002, 0.003], [0.000, 0.003, 0.007], [-0.001, 0.001, -0.004], [0.003, 0.000, -0.001], [0.003, -0.001, 0.004], [0.005, 0.007, 0.026], [0.023, -0.032, -0.017], [-0.063, -0.026, -0.077], [0.013, -0.018, 0.027], [0.023, 0.048, 0.022], [0.077, 0.008, 0.049], [-0.006, -0.007, -0.016], [-0.004, 0.039, 0.064], [-0.195, 0.106, -0.245], [0.041, 0.033, -0.009], [-0.026, 0.015, 0.031], [-0.079, -0.063, -0.030], [0.068, 0.122, 0.013], [-0.016, -0.087, -0.005], [0.032, -0.037, 0.051], [-0.012, 0.014, -0.010], [-0.008, -0.013, -0.010], [-0.005, -0.006, 0.004], [0.029, 0.008, -0.014], [-0.016, -0.010, 0.012], [0.004, 0.008, 0.015], [-0.034, 0.009, -0.049], [-0.025, -0.003, 0.007], [0.026, 0.007, 0.011], [-0.004, -0.002, -0.001], [-0.002, -0.004, -0.002], [-0.033, 0.019, -0.024], [-0.005, -0.013, -0.026], [0.008, -0.021, 0.051], [0.010, 0.017, -0.044], [-0.011, 0.006, 0.016], [-0.001, 0.007, -0.014], [0.000, -0.011, -0.001], [-0.015, -0.009, -0.003], [-0.007, 0.015, -0.003], [-0.017, -0.012, -0.047], [0.002, -0.006, -0.002], [0.019, 0.002, -0.023], [-0.018, -0.006, 0.014], [0.008, -0.016, 0.025], [-0.032, -0.030, -0.035], [0.011, 0.006, 0.013], [0.067, 0.177, 0.457], [-0.064, -0.112, -0.297], [-0.108, -0.033, 0.001], [-0.006, -0.030, -0.027], [-0.012, 0.018, 0.023], [0.012, 0.000, -0.010], [0.103, 0.030, -0.004], [-0.007, 0.016, 0.006], [0.013, 0.001, 0.003], [-0.003, -0.009, 0.003], [0.009, 0.002, 0.001]]
}

# 2
{
  "formula": "C33H49F3O30",
  "method": "wB97M-V/def2-TZVPD",
  "spin_multiplicity": 2,
  "homo_lumo_gap_ev": [1.51, 9.68],
  "total_charge": -1,
  "e_homo_ha": [-0.0030, -0.3063],
  "lumo_energy_ev": [1.429, 1.348],
  "species": ["C", "C", "O", "C", "O", "O", "H", "H", "H", "H", "C", "C", "O", "C", "O", "O", "H", "H", "H", "H", "C", "C", "O", "C", "O", "O", "H", "H", "H", "H", "C", "C", "O", "C", "O", "O", "H", "H", "H", "H", "C", "C", "O", "C", "O", "O", "C", "H", "H", "H", "H", "H", "H", "H", "H", "C", "C", "O", "C", "O", "O", "C", "H", "H", "H", "H", "H", "H", "H", "H", "C", "C", "O", "C", "O", "O", "C", "H", "H", "H", "H", "H", "H", "H", "H", "C", "C", "O", "C", "O", "O", "F", "H", "H", "H", "C", "C", "O", "C", "O", "O", "F", "H", "H", "H", "C", "C", "O", "C", "O", "O", "F", "H", "H", "H"],
  "coordinates": [[17.459, -1.007, -13.116], [17.461, 0.510, -13.036], [18.264, 0.732, -11.935], [19.146, -0.256, -11.886], [20.131, -0.282, -11.161], [18.757, -1.222, -12.643], [17.440, -1.440, -14.116], [16.684, -1.413, -12.466], [16.438, 0.806, -12.805], [17.881, 1.106, -13.846], [13.375, -1.683, -11.501], [12.220, -1.552, -10.528], [11.519, -2.797, -10.740], [11.605, -3.011, -12.043], [10.854, -3.609, -12.804], [12.737, -2.335, -12.532], [14.288, -2.228, -11.260], [13.633, -0.657, -11.761], [11.786, -0.554, -10.599], [12.609, -1.629, -9.513], [18.743, -4.289, -12.189], [18.848, -4.044, -10.750], [17.535, -3.873, -10.366], [16.677, -4.126, -11.363], [15.489, -4.121, -11.242], [17.351, -4.287, -12.429], [19.246, -5.222, -12.442], [19.373, -3.558, -12.695], [19.671, -3.432, -10.382], [19.069, -4.919, -10.138], [21.220, -0.290, -15.187], [20.129, -0.781, -16.071], [20.316, -2.144, -16.114], [21.115, -2.580, -15.098], [21.273, -3.751, -14.686], [21.649, -1.494, -14.502], [20.803, 0.459, -14.513], [22.122, 0.053, -15.694], [20.314, -0.430, -17.087], [19.125, -0.423, -15.842], [25.213, 1.137, -7.344], [24.162, 1.514, -8.448], [24.066, 0.501, -9.493], [24.978, 0.183, -10.474], [26.188, 0.475, -10.351], [24.446, -0.577, -11.397], [23.128, -0.943, -11.465], [26.146, 0.750, -7.752], [24.772, 0.327, -6.761], [25.384, 2.023, -6.734], [24.468, 2.347, -9.081], [23.162, 1.769, -8.098], [23.076, -1.616, -12.321], [22.474, -0.113, -11.734], [22.661, -1.458, -10.626], [17.453, 4.362, -12.796], [17.480, 5.841, -12.303], [16.227, 6.487, -12.347], [15.258, 6.199, -11.485], [15.316, 5.439, -10.537], [14.368, 7.104, -11.671], [13.191, 7.256, -10.895], [18.315, 3.853, -13.227], [16.716, 4.343, -13.598], [17.162, 3.755, -11.938], [18.218, 6.208, -13.018], [18.105, 6.003, -11.425], [12.618, 8.122, -11.226], [13.453, 7.548, -9.877], [12.524, 6.406, -11.038], [16.972, 0.637, -21.014], [18.376, 1.034, -20.437], [18.150, 2.145, -19.515], [18.321, 1.989, -18.246], [18.672, 1.038, -17.636], [18.115, 3.297, -17.703], [18.555, 3.524, -16.328], [16.677, 1.512, -21.593], [16.298, 0.486, -20.172], [17.053, -0.322, -21.526], [19.034, 1.276, -21.272], [18.842, 0.169, -19.966], [19.539, 3.111, -16.103], [17.793, 3.256, -15.596], [18.651, 4.586, -16.103], [19.551, 3.161, -8.442], [20.149, 3.161, -9.887], [21.187, 4.147, -9.683], [21.439, 4.475, -8.459], [22.357, 5.175, -8.058], [20.641, 3.776, -7.661], [19.288, 3.585, -10.788], [19.370, 2.211, -7.940], [18.686, 3.807, -8.287], [20.375, 2.101, -10.004], [18.043, -4.203, -19.460], [16.595, -4.400, -19.547], [16.170, -3.303, -18.715], [17.109, -3.049, -17.813], [16.919, -2.355, -16.816], [18.219, -3.706, -18.183], [16.355, -5.606, -19.002], [18.326, -3.370, -20.105], [18.583, -5.128, -19.661], [16.123, -4.452, -20.528], [18.934, -1.298, -6.800], [19.718, -0.982, -8.064], [20.604, -2.065, -7.966], [20.893, -2.471, -6.734], [21.859, -3.200, -6.383], [19.978, -1.817, -5.931], [20.485, 0.154, -7.788], [18.164, -2.056, -6.944], [18.606, -0.374, -6.324], [19.225, -0.891, -9.031]],
  "atomic_forces_ev_per_a": [[-0.203, 0.936, -1.609], [-2.399, 0.058, -0.943], [1.172, 1.084, 1.522], [1.586, 0.906, 2.705], [-1.140, 0.203, -0.946], [1.271, -3.103, -0.368], [-0.431, 0.093, 0.000], [0.202, -0.216, 0.141], [-0.017, 0.594, -0.016], [-0.206, -0.422, -0.519], [0.249, 1.364, 0.635], [2.792, -0.948, 2.455], [-1.258, 1.115, 0.024], [0.005, -0.232, -3.687], [1.689, 1.018, 2.393], [-2.065, -1.663, -1.591], [-0.308, -0.041, 0.701], [0.314, -0.059, -0.521], [-1.271, -0.622, -0.560], [-0.198, 0.106, 0.138], [2.383, -0.388, -0.997], [1.359, -2.367, 2.451], [-1.878, 1.935, 2.227], [-1.013, 1.113, 2.487], [-0.002, -0.243, -0.117], [1.313, -0.793, -4.270], [-0.709, -0.371, -0.281], [-1.075, 0.379, -0.699], [-0.851, 1.476, -0.281], [0.680, -0.853, -0.554], [0.640, -0.147, 0.762], [0.354, 1.548, -1.995], [0.067, -3.175, 0.633], [-0.376, -2.135, 1.626], [-0.510, 4.062, -1.969], [-0.125, -0.171, 0.385], [0.578, -0.107, 0.435], [-0.278, 0.363, -0.108], [-0.205, 0.109, 0.019], [-0.054, -0.655, 0.450], [-1.444, 0.019, -0.852], [2.525, 0.056, -1.488], [-1.185, -1.269, -0.817], [2.388, 1.507, 3.797], [-3.347, -0.739, -1.282], [2.645, 0.389, -0.029], [-2.662, -0.538, -1.127], [-0.143, 0.362, -0.275], [0.041, 0.131, 0.312], [0.047, -0.156, 0.137], [0.381, 0.660, 0.773], [0.022, -0.707, 0.120], [0.010, -0.090, 0.084], [0.129, 0.209, 0.265], [0.611, 0.199, 0.425], [-1.385, 0.028, 1.118], [2.566, -1.870, -1.135], [0.956, -0.065, -1.131], [1.952, -0.813, 3.027], [-0.167, -0.053, -1.140], [-2.330, 2.188, -1.526], [-0.222, 0.113, 0.291], [0.655, 0.865, 0.262], [-0.370, -0.220, 0.176], [-0.471, -0.357, -0.389], [-0.966, 1.460, -0.623], [-1.015, -0.258, 0.860], [0.455, 0.058, -0.735], [-0.026, -0.870, 0.247], [0.269, -0.202, 0.627], [1.461, 0.568, 1.204], [-1.498, -1.171, -0.032], [0.207, -0.396, -2.612], [0.328, 3.454, 1.882], [0.001, -0.810, 0.465], [0.656, -1.563, 0.332], [-0.403, 0.116, -0.067], [-0.476, -0.534, -0.348], [-0.109, 0.112, -0.070], [-0.086, 0.336, -0.496], [0.025, 0.890, 0.355], [-0.092, 0.272, 0.582], [-0.224, -0.486, -0.170], [0.044, -0.818, -0.201], [-0.016, 0.280, -0.973], [0.639, 1.012, 1.114], [-0.618, -0.158, 4.195], [0.057, -0.758, -4.448], [2.034, 0.226, 2.833], [-1.803, -0.872, -1.079], [-1.154, -0.269, 0.694], [-0.264, 0.516, -0.923], [0.049, -0.070, -0.643], [-0.119, -0.028, -0.486], [1.294, 0.313, -1.229], [1.104, 0.522, -1.757], [-0.248, 0.659, -0.056], [-2.072, -1.165, -1.514], [-0.235, 1.550, 3.228], [1.047, -1.864, -2.819], [1.015, 0.405, 2.247], [-1.027, -0.842, 1.038], [0.322, -0.361, -0.695], [0.213, 0.292, 0.266], [-0.082, 0.883, 0.142], [0.324, 1.013, 0.562], [0.516, -0.428, 2.342], [1.618, -1.116, -3.093], [2.324, -0.728, 2.424], [-4.436, 2.994, -1.508], [0.419, -1.320, -0.203], [-0.469, -0.168, -0.656], [-0.085, 0.212, -0.028], [-0.433, -0.299, -0.050], [0.250, -0.191, 0.125]]
}